#P
Formula: C3H14NO2S2
Source: the Open Molecules 2025 dataset
Level of theory: ωB97M-V/def2-TZVPD

Each line ends with the Mulliken charge.
Geometry (Å):
1 N -1.443 0.124 0.637  -0.394
2 C -0.156 0.503 0.000  0.236
3 C 0.615 -0.850 -0.145  -1.295
4 C 0.628 1.446 0.782  -0.769
5 S -0.360 2.700 1.324  -0.114
6 S -0.575 2.709 3.303  -0.177
7 H -1.987 -0.657 0.157  0.420
8 H -1.240 -0.314 1.587  0.373
9 H -2.022 0.962 0.782  0.368
10 H -0.474 1.021 -0.992  0.312
11 H 1.263 -0.836 -1.100  0.323
12 H 1.345 -0.923 0.676  0.377
13 H -0.082 -1.665 -0.262  0.408
14 H 1.189 0.975 1.665  0.405
15 H 1.493 1.861 0.137  0.350
16 H -0.268 4.033 3.539  0.199
17 H 5.137 -2.250 -5.106  0.324
18 H 3.594 -2.025 -4.842  0.330
19 O 4.528 -2.143 -4.382  -0.653
20 H -3.974 -1.268 1.439  0.269
21 H -3.714 -2.053 0.106  0.296
22 O -3.496 -1.349 0.697  -0.589

Computed properties:
- Spin multiplicity: 1
- Total charge: +1

---

#Q
Formula: C3H14NO2S2
Source: the Open Molecules 2025 dataset
Level of theory: ωB97M-V/def2-TZVPD

Each line ends with the Mulliken charge.
Geometry (Å):
1 N -0.165 0.487 -0.776  -0.141
2 C -0.050 0.043 0.691  0.304
3 C 1.037 0.842 1.348  -1.450
4 C 0.039 -1.469 0.841  -0.878
5 S -1.294 -2.262 -0.153  -0.068
6 S -0.859 -4.246 -0.055  -0.196
7 H -0.827 1.269 -0.764  0.415
8 H 0.741 0.756 -1.196  0.276
9 H -0.522 -0.266 -1.370  0.342
10 H -1.050 0.258 1.075  0.252
11 H 2.035 0.658 0.940  0.323
12 H 0.871 1.911 1.206  0.386
13 H 1.180 0.617 2.404  0.425
14 H 0.953 -1.959 0.504  0.439
15 H -0.020 -1.599 1.924  0.449
16 H -1.316 -4.544 1.171  0.179
17 H -3.369 1.672 -1.484  0.313
18 H -3.035 2.443 -0.287  0.323
19 O -2.817 1.582 -0.692  -0.654
20 H 2.824 1.761 -2.388  0.290
21 H 3.172 0.709 -1.350  0.327
22 O 2.471 1.335 -1.589  -0.657

Computed properties:
- Spin multiplicity: 1
- Total charge: +1

---

Most stable to least stable, the ends of the list are #Q and #P.

---

#P
Formula: H2N2O3
Source: the Open Molecules 2025 dataset
Level of theory: ωB97M-V/def2-TZVPD

Each line ends with the Mulliken charge.
Geometry (Å):
1 O -0.344 -1.458 -1.394  -0.567
2 N -0.454 -0.883 -0.366  1.127
3 O -1.010 -1.229 0.630  -0.543
4 N 0.036 0.423 -0.291  -0.317
5 O 0.755 0.848 1.148  -0.384
6 H 0.829 0.564 -0.899  0.294
7 H 0.188 1.735 1.173  0.389

Computed properties:
- Structure (SMILES): O=[N+]([O-])NO
- Spin multiplicity: 1

---

#Q
Formula: H2N2O3
Source: the Open Molecules 2025 dataset
Level of theory: ωB97M-V/def2-TZVPD

Each line ends with the Mulliken charge.
Geometry (Å):
1 N 0.495 -0.264 -0.115  -0.211
2 N -0.209 -0.474 -2.046  0.789
3 O 0.534 -1.080 -2.697  -0.449
4 O -1.125 0.198 -2.402  -0.454
5 O -0.408 0.426 0.667  -0.313
6 H 0.371 -1.222 0.228  0.284
7 H -0.379 1.394 0.583  0.354

Computed properties:
- Spin multiplicity: 1

---

#R
Formula: H2N2O3
Source: the Open Molecules 2025 dataset
Level of theory: ωB97M-V/def2-TZVPD

Each line ends with the Mulliken charge.
Geometry (Å):
1 N -1.338 -0.129 -0.056  -0.377
2 O -0.247 -0.967 -0.082  -0.308
3 N 1.181 -0.092 0.019  1.068
4 O 0.889 1.074 -0.039  -0.498
5 O 2.090 -0.794 -0.019  -0.473
6 H -1.268 0.637 -0.783  0.295
7 H -1.308 0.272 0.961  0.293

Computed properties:
- Structure (SMILES): NO[N+](=O)[O-]
- Spin multiplicity: 1

---

Most stable to least stable, the ends of the list are #R and #Q.

---

#P
Formula: C4H4OS
Source: the Open Molecules 2025 dataset
Level of theory: ωB97M-V/def2-TZVPD

Each line ends with the Mulliken charge.
Geometry (Å):
1 C 1.988 -0.502 0.044  -1.039
2 C 0.604 -0.081 -0.345  0.333
3 C -0.583 0.183 -0.282  -0.173
4 C -1.951 0.085 -0.080  0.419
5 O -2.533 1.363 0.033  -0.451
6 S -2.866 -1.191 -0.054  -0.306
7 H 2.023 -0.525 1.146  0.283
8 H 2.745 0.222 -0.089  0.334
9 H 2.394 -1.498 -0.292  0.282
10 H -1.822 1.945 -0.080  0.318

Computed properties:
- Structure (SMILES): CC#CC(O)=S
- Spin multiplicity: 1

---

#Q
Formula: C4H4OS
Source: the Open Molecules 2025 dataset
Level of theory: ωB97M-V/def2-TZVPD

Each line ends with the Mulliken charge.
Geometry (Å):
1 S -2.939 -0.161 -0.005  -0.318
2 C -1.314 -0.110 -0.003  0.188
3 C -0.426 1.060 0.025  -0.240
4 C 0.826 0.606 -0.010  -0.281
5 C 0.819 -0.886 -0.001  -0.312
6 O -0.569 -1.226 0.007  -0.314
7 H -0.735 2.105 0.015  0.394
8 H 1.734 1.212 -0.061  0.372
9 H 1.331 -1.309 -0.866  0.259
10 H 1.272 -1.291 0.898  0.251

Computed properties:
- Structure (SMILES): S=C1C=CCO1
- Spin multiplicity: 1

---

#R
Formula: C4H4OS
Source: the Open Molecules 2025 dataset
Level of theory: ωB97M-V/def2-TZVPD

Each line ends with the Mulliken charge.
Geometry (Å):
1 S 2.538 0.583 0.252  -0.295
2 C 0.728 0.256 0.272  0.099
3 C 0.075 -0.582 -0.558  -0.173
4 C -1.257 -0.723 -0.161  -0.176
5 C -1.463 0.300 0.697  -0.299
6 O -0.286 1.072 0.917  -0.270
7 H 3.530 1.340 -0.835  0.145
8 H 0.560 -1.373 -1.215  0.300
9 H -1.965 -1.460 -0.565  0.355
10 H -2.459 0.588 1.196  0.315

Computed properties:
- Structure (SMILES): Sc1ccco1
- Spin multiplicity: 1

---

Most stable to least stable, the ends of the list are #Q and #R.

---

#P
Formula: H5NO
Source: the Open Molecules 2025 dataset
Level of theory: ωB97M-V/def2-TZVPD

Each line ends with the Mulliken charge.
Geometry (Å):
1 N -2.299 -0.624 -0.477  -0.666
2 H -1.903 0.130 0.092  0.220
3 H -2.194 -0.344 -1.458  0.223
4 H -1.705 -1.447 -0.337  0.225
5 O 3.079 0.730 0.598  -0.647
6 H 2.591 0.114 1.190  0.323
7 H 2.431 1.441 0.391  0.323

Computed properties:
- Structure (SMILES): N.O
- Spin multiplicity: 1

---

#Q
Formula: H5NO
Source: the Open Molecules 2025 dataset
Level of theory: ωB97M-V/def2-TZVPD

Each line ends with the Mulliken charge.
Geometry (Å):
1 N 0.538 0.168 -0.466  -0.812
2 H 1.350 0.595 -0.009  0.249
3 H 0.725 0.175 -1.474  0.243
4 H 0.513 -0.814 -0.174  0.274
5 O -1.255 0.180 0.965  -0.748
6 H -0.768 0.488 0.167  0.527
7 H -1.103 -0.792 0.990  0.269

Computed properties:
- Structure (SMILES): N.O
- Spin multiplicity: 1

---

Most stable to least stable, the ends of the list are #P and #Q.